Run A
Density functional theory data (ωB97M-V/def2-TZVPD) for a cluster of 2 separate species, C3H8N2O3S in total.

Results
Gap between HOMO and LUMO: 11.183 eV
HOMO: -10.49 eV

Last columns: bonded neighbours and bond lengths (Å).
Element x y z (Å)
1 C -0.443 -1.842 -1.459  C2 1.497, H7 1.097, H8 1.070, H9 1.100
2 C 0.651 -1.487 -0.500  C1 1.497, S3 1.863, H10 1.054, H11 1.037
3 S 0.084 -0.038 0.524  C2 1.863, C4 1.895, O5 1.435, O6 1.435
4 C 0.704 1.405 -0.537  S3 1.895, H12 1.075, H13 1.049, H14 1.074
5 O -1.352 -0.034 0.528  S3 1.435
6 O 0.878 0.048 1.716  S3 1.435
7 H -0.676 -0.829 -1.808  C1 1.097
8 H -0.224 -2.607 -2.174  C1 1.070
9 H -1.250 -2.410 -0.974  C1 1.100
10 H 1.590 -1.234 -0.906  C2 1.054
11 H 0.760 -2.315 0.114  C2 1.037
12 H 1.685 1.128 -0.881  C4 1.075
13 H -0.022 1.605 -1.266  C4 1.049
14 H 0.780 2.215 0.164  C4 1.074
15 N -0.948 2.814 1.612  N16 1.103
16 N -1.014 2.104 2.454  N15 1.103, O17 1.143
17 O -1.202 1.476 3.391  N16 1.143

***

Run B
Density functional theory data (ωB97M-V/def2-TZVPD) for the molecule C3H8N2O3S.

Results
Gap between HOMO and LUMO: 10.110 eV
HOMO: -9.86 eV

Last columns: bonded neighbours and bond lengths (Å).
Element x y z (Å)
1 C 1.290 1.320 0.141  C3 1.519, O6 1.328, O7 1.214
2 C 0.501 -0.457 -1.802  C3 1.553, H10 1.065, H11 1.095, H12 1.045
3 C 0.412 0.205 -0.401  C1 1.519, C2 1.553, N5 1.814, S9 1.837
4 N -0.712 -0.266 2.097  S9 1.646, H13 0.977, H15 1.124
5 N -1.221 0.967 -0.191  C3 1.814, H14 0.982, H16 1.054
6 O 1.631 0.897 1.352  C1 1.328, S9 2.039
7 O 1.563 2.341 -0.457  C1 1.214
8 O -0.081 -2.322 0.561  S9 1.737, H17 0.974
9 S 0.515 -0.795 1.136  C3 1.837, N4 1.646, O6 2.039, O8 1.737
10 H 1.508 -0.288 -2.106  C2 1.065
11 H 0.377 -1.529 -1.612  C2 1.095
12 H -0.296 -0.136 -2.398  C2 1.045
13 H -0.248 -0.159 2.950  N4 0.977
14 H -1.128 1.712 -0.823  N5 0.982
15 H -1.237 0.653 1.719  N4 1.124
16 H -1.822 0.268 -0.703  N5 1.054
17 H -1.050 -2.412 0.537  O8 0.974

***

Which structure loses on stability? run A does.

***

Run A
Density functional theory data (ωB97M-V/def2-TZVPD) for the molecule C22H26N2O4.

Results
Gap between HOMO and LUMO: 9.663 eV
HOMO: -9.04 eV

Last columns: bonded neighbours and bond lengths (Å).
Element x y z (Å)
1 O 1.852 1.652 -2.337  C2 1.208
2 C 2.464 0.672 -1.982  O1 1.208, O3 1.319, C4 1.516
3 O 2.333 0.111 -0.796  C2 1.319, H29 0.998
4 C 3.476 -0.069 -2.833  C2 1.516, C5 1.527, H30 1.091, H31 1.093
5 C 3.510 0.392 -4.288  C4 1.527, C6 1.529, H32 1.092, H33 1.091
6 C 2.357 -0.154 -5.131  C5 1.529, N7 1.445, H34 1.094, H35 1.098
7 N 1.079 0.398 -4.741  C6 1.445, C8 1.347, H36 1.009
8 C -0.001 -0.362 -4.478  N7 1.347, O9 1.216, C10 1.525
9 O -0.014 -1.571 -4.605  C8 1.216
10 C -1.230 0.429 -4.041  C8 1.525, C11 1.530, H37 1.090, H38 1.092
11 C -1.816 -0.154 -2.753  C10 1.530, C12 1.524, H39 1.091, H40 1.092
12 C -0.760 -0.131 -1.655  C11 1.524, N13 1.449, H41 1.094, H42 1.097
13 N -1.328 -0.363 -0.343  C12 1.449, C14 1.341, H43 1.008
14 C -0.769 0.129 0.773  N13 1.341, O15 1.223, C16 1.524
15 O 0.256 0.797 0.749  C14 1.223
16 C -1.514 -0.209 2.058  C14 1.524, C17 1.514, C23 1.515, H44 1.096
17 C -1.585 1.018 2.942  C16 1.514, C18 1.388, C22 1.388
18 C -0.448 1.514 3.565  C17 1.388, C19 1.383, H45 1.078
19 C -0.524 2.649 4.352  C18 1.383, C20 1.384, H46 1.080
20 C -1.735 3.296 4.529  C19 1.384, C21 1.384, H47 1.080
21 C -2.872 2.805 3.912  C20 1.384, C22 1.384, H48 1.080
22 C -2.796 1.673 3.120  C17 1.388, C21 1.384, H49 1.082
23 C -0.847 -1.353 2.795  C16 1.515, C24 1.388, C28 1.390
24 C 0.516 -1.601 2.711  C23 1.388, C25 1.385, H50 1.079
25 C 1.085 -2.634 3.437  C24 1.385, C26 1.383, H51 1.080
26 C 0.301 -3.426 4.257  C25 1.383, C27 1.385, H52 1.080
27 C -1.059 -3.183 4.347  C26 1.385, C28 1.383, H53 1.080
28 C -1.628 -2.154 3.619  C23 1.390, C27 1.383, H54 1.081
29 H 1.625 0.539 -0.238  O3 0.998
30 H 3.250 -1.135 -2.766  C4 1.091
31 H 4.451 0.086 -2.366  C4 1.093
32 H 3.486 1.484 -4.314  C5 1.092
33 H 4.445 0.061 -4.743  C5 1.091
34 H 2.278 -1.241 -5.035  C6 1.094
35 H 2.543 0.087 -6.185  C6 1.098
36 H 1.082 1.370 -4.471  N7 1.009
37 H -0.972 1.477 -3.890  C10 1.090
38 H -1.971 0.360 -4.840  C10 1.092
39 H -2.136 -1.180 -2.939  C11 1.091
40 H -2.682 0.437 -2.448  C11 1.092
41 H -0.279 0.851 -1.625  C12 1.094
42 H 0.003 -0.888 -1.872  C12 1.097
43 H -2.114 -0.991 -0.285  N13 1.008
44 H -2.535 -0.511 1.803  C16 1.096
45 H 0.497 1.014 3.429  C18 1.078
46 H 0.366 3.029 4.829  C19 1.080
47 H -1.793 4.181 5.146  C20 1.080
48 H -3.821 3.304 4.045  C21 1.080
49 H -3.688 1.298 2.637  C22 1.082
50 H 1.141 -0.992 2.076  C24 1.079
51 H 2.146 -2.817 3.361  C25 1.080
52 H 0.747 -4.230 4.825  C26 1.080
53 H -1.679 -3.796 4.985  C27 1.080
54 H -2.690 -1.966 3.697  C28 1.081

***

Run B
Density functional theory data (ωB97M-V/def2-TZVPD) for the molecule C22H26N2O4.

Results
Gap between HOMO and LUMO: 8.942 eV
HOMO: -8.46 eV

Last columns: bonded neighbours and bond lengths (Å).
Element x y z (Å)
1 C -3.228 -1.086 1.749  C2 1.521, H29 1.087, H30 1.087, H31 1.086
2 C -2.803 -2.136 0.733  C1 1.521, O3 1.432, H32 1.092, H33 1.095
3 O -1.395 -2.075 0.483  C2 1.432, C4 1.331
4 C -0.604 -2.839 1.233  O3 1.331, O5 1.203, C6 1.522
5 O -0.987 -3.606 2.076  C4 1.203
6 C 0.861 -2.619 0.884  C4 1.522, C7 1.533, C28 1.532, H34 1.095
7 C 1.249 -1.174 1.213  C6 1.533, C8 1.530, H35 1.090, H36 1.091
8 C 2.686 -0.899 0.768  C7 1.530, N9 1.445, H37 1.097, H38 1.087
9 N 2.843 -1.184 -0.640  C8 1.445, C10 1.347, C27 1.451
10 C 3.017 -0.306 -1.646  N9 1.347, O11 1.216, C12 1.538
11 O 3.130 -0.650 -2.807  C10 1.216
12 C 3.032 1.188 -1.281  C10 1.538, N13 1.439, H39 1.096, H40 1.091
13 N 1.743 1.578 -0.772  C12 1.439, C14 1.357, C26 1.374
14 C 0.573 1.247 -1.374  N13 1.357, C15 1.377, H41 1.074
15 C -0.500 1.640 -0.605  C14 1.377, C16 1.457, C21 1.439
16 C -1.925 1.464 -0.850  C15 1.457, O17 1.221, C18 1.487
17 O -2.762 1.720 0.002  C16 1.221
18 C -2.325 0.965 -2.193  C16 1.487, C19 1.513, C20 1.509, H42 1.079
19 C -3.518 1.634 -2.840  C18 1.513, C20 1.485, H43 1.079, H44 1.079
20 C -3.653 0.255 -2.305  C18 1.509, C19 1.485, H45 1.080, H46 1.079
21 C 0.064 2.267 0.562  C15 1.439, C22 1.392, C26 1.413
22 C -0.492 2.859 1.693  C21 1.392, C23 1.378, H47 1.078
23 C 0.358 3.380 2.643  C22 1.378, C24 1.396, H48 1.080
24 C 1.745 3.330 2.485  C23 1.396, C25 1.379, H49 1.080
25 C 2.320 2.752 1.373  C24 1.379, C26 1.389, H50 1.081
26 C 1.469 2.215 0.414  N13 1.374, C21 1.413, C25 1.389
27 C 2.567 -2.573 -0.957  N9 1.451, C28 1.528, H51 1.095, H52 1.091
28 C 1.117 -2.898 -0.601  C6 1.532, C27 1.528, H53 1.091, H54 1.091
29 H -3.001 -0.087 1.385  C1 1.087
30 H -2.709 -1.249 2.690  C1 1.087
31 H -4.298 -1.164 1.920  C1 1.086
32 H -3.273 -1.958 -0.237  C2 1.092
33 H -3.050 -3.140 1.092  C2 1.095
34 H 1.448 -3.310 1.497  C6 1.095
35 H 0.563 -0.499 0.699  C7 1.090
36 H 1.162 -0.993 2.286  C7 1.091
37 H 3.366 -1.562 1.317  C8 1.097
38 H 2.957 0.128 0.999  C8 1.087
39 H 3.259 1.732 -2.205  C12 1.096
40 H 3.808 1.413 -0.548  C12 1.091
41 H 0.597 0.731 -2.315  C14 1.074
42 H -1.527 0.646 -2.846  C18 1.079
43 H -3.489 1.787 -3.908  C19 1.079
44 H -3.981 2.435 -2.284  C19 1.079
45 H -4.206 0.133 -1.386  C20 1.080
46 H -3.725 -0.573 -2.993  C20 1.079
47 H -1.563 2.898 1.806  C22 1.078
48 H -0.049 3.842 3.529  C23 1.080
49 H 2.379 3.756 3.247  C24 1.080
50 H 3.394 2.733 1.256  C25 1.081
51 H 3.251 -3.210 -0.389  C27 1.095
52 H 2.746 -2.715 -2.024  C27 1.091
53 H 0.449 -2.277 -1.200  C28 1.091
54 H 0.911 -3.945 -0.827  C28 1.091

***

Which structure loses on stability? run B does.

***

Run A
Density functional theory data (ωB97M-V/def2-TZVPD) for a cluster of 2 separate species, C7H14NO in total.

Results
Gap between HOMO and LUMO: 9.162 eV
HOMO: -12.53 eV
Total charge: +1

Last columns: bonded neighbours and bond lengths (Å).
Element x y z (Å)
1 C -1.716 0.028 2.295  C2 1.304, H10 1.055, H11 1.140
2 C -0.612 0.278 1.649  C1 1.304, C5 1.516, H12 1.146
3 C 0.763 -0.601 -1.727  C4 1.543, N8 1.479, H13 1.117, H14 1.119
4 C -0.383 -1.572 -1.374  C3 1.543, O9 1.381, H15 1.027, H16 1.209
5 C -0.418 0.080 0.159  C2 1.516, N8 1.559, O9 1.348
6 C -1.206 1.974 -0.334  H17 1.050, H18 1.012, H19 1.093
7 C 1.980 -0.480 0.424  N8 1.456, H20 1.098, H21 1.101, H22 1.188
8 N 1.008 0.135 -0.468  C3 1.479, C5 1.559, C7 1.456, H23 1.069
9 O -1.162 -0.815 -0.522  C4 1.381, C5 1.348
10 H -1.912 0.462 3.237  C1 1.055
11 H -2.620 -0.408 1.752  C1 1.140
12 H 0.418 0.578 2.052  C2 1.146
13 H 1.722 -1.091 -2.022  C3 1.117
14 H 0.434 0.175 -2.463  C3 1.119
15 H -0.705 -1.964 -2.267  C4 1.027
16 H 0.025 -2.501 -0.716  C4 1.209
17 H -2.221 1.706 -0.286  C6 1.050
18 H -0.703 2.169 -1.190  C6 1.012
19 H -0.834 2.476 0.564  C6 1.093
20 H 1.987 0.125 1.341  C7 1.098
21 H 1.768 -1.514 0.735  C7 1.101
22 H 3.045 -0.349 -0.086  C7 1.188
23 H 1.341 1.110 -0.753  N8 1.069

***

Run B
Density functional theory data (ωB97M-V/def2-TZVPD) for the ion C7H14NO with charge +1.

Results
Gap between HOMO and LUMO: 10.550 eV
HOMO: -13.50 eV
Total charge: +1

Last columns: bonded neighbours and bond lengths (Å).
Element x y z (Å)
1 C -2.194 0.450 -1.578  C2 1.496, H10 1.091, H11 1.131, H12 1.155
2 C -1.236 -0.193 -0.626  C1 1.496, C3 1.285, N8 1.488
3 C -1.152 -1.356 -0.086  C2 1.285, O4 1.349, H13 1.012
4 O -0.079 -1.668 0.670  C3 1.349, C5 1.442
5 C 0.653 -0.466 0.985  O4 1.442, C6 1.526, C7 1.535, N8 1.772
6 C 2.137 -0.731 0.749  C5 1.526, H14 1.104, H15 1.112, H16 1.116
7 C 0.019 0.158 2.236  C5 1.535, H17 1.036, H18 1.144, H19 1.135
8 N 0.042 0.519 -0.354  C2 1.488, C5 1.772, C9 1.441, H20 1.075
9 C 0.972 0.798 -1.418  N8 1.441, H21 1.027, H22 1.126, H23 1.029
10 H -2.599 -0.305 -2.254  C1 1.091
11 H -1.647 1.367 -1.953  C1 1.131
12 H -2.993 0.898 -0.875  C1 1.155
13 H -1.937 -1.995 -0.102  C3 1.012
14 H 2.751 0.091 1.156  C6 1.104
15 H 2.343 -0.819 -0.341  C6 1.112
16 H 2.350 -1.695 1.272  C6 1.116
17 H -1.010 0.059 2.167  C7 1.036
18 H 0.351 1.252 2.267  C7 1.144
19 H 0.278 -0.471 3.144  C7 1.135
20 H -0.274 1.462 0.054  N8 1.075
21 H 1.241 -0.162 -1.663  C9 1.027
22 H 0.383 1.232 -2.275  C9 1.126
23 H 1.604 1.573 -1.174  C9 1.029

***

Which structure loses on stability? run A does.